52
Properties=species:S:1:pos:R:3:forces:R:3:nbo_charge:R:1 method="wB97M-V/def2-TZVPD" charge=+1 largest_force_ev_per_a=3.319 homo_lumo_gap_ev=9.46
C 0.76533 2.31428 2.21899 1.1081 0.5552 -1.2749 -0.641
C 0.59423 2.18067 0.68367 0.0042 -2.8937 1.6252 -0.040
C -0.81595 2.43395 0.16386 1.0195 2.7435 -1.0734 -0.414
C -0.68047 2.50266 -1.41443 -0.4360 -0.7180 1.4666 -0.204
N -2.26913 -0.39001 -2.91524 0.9424 0.9945 0.1410 -0.756
C -1.82390 0.87282 -2.76561 0.3883 -1.3048 -1.0635 0.398
N -0.88051 1.13573 -1.92471 -0.2460 0.6177 0.3270 -0.517
N 0.86063 0.75395 0.31362 0.3738 0.3684 -0.9962 -0.908
H -0.03174 1.80553 2.72127 -1.0053 0.7522 0.5132 0.233
H 1.60569 1.70303 2.56361 0.3897 0.3557 -0.4410 0.202
H 1.03833 3.37396 2.37736 -0.8281 -0.4742 0.9047 0.220
H 1.38102 2.78431 0.21044 -0.5071 0.0458 -0.1749 0.185
H -1.06406 3.49097 0.43869 -0.2630 -0.8853 0.0821 0.229
H -1.56941 1.74061 0.55670 0.3108 0.3461 -0.3893 0.224
H -1.43633 3.17073 -1.83095 0.2159 -0.1629 -0.1780 0.218
H 0.33271 2.84694 -1.60138 -0.1926 0.0863 -0.4135 0.209
H -1.64059 -1.10943 -2.56640 -0.5347 -0.1822 0.1764 0.433
H -3.06091 -0.62622 -3.48047 0.0913 0.0071 -0.3419 0.429
H -2.06392 1.65117 -3.51492 -0.7283 -0.3207 0.9806 0.229
H -0.44311 0.41565 -1.32541 -0.0107 0.1597 -0.1674 0.470
H 1.77228 0.49375 0.64919 0.2399 0.0518 -0.3599 0.376
H 0.24005 0.09397 0.76993 -0.3573 0.5351 0.1384 0.383
H 3.58890 -0.02066 1.11449 0.0828 -0.1541 -0.0656 0.473
H 4.47152 1.13227 0.67469 0.0938 -0.0685 -0.0978 0.476
O 4.04219 0.33567 0.34047 -0.0617 0.1758 0.1736 -0.943
H 0.36106 -2.58863 -0.32222 0.3260 -0.1135 0.0745 0.485
H 1.05374 -1.91256 -1.50238 0.3025 -0.1456 -0.0139 0.511
O 0.17852 -2.08718 -1.12175 -0.5608 0.2258 -0.1712 -1.007
H 2.13308 1.91930 -2.52181 -0.6881 -0.1295 0.3980 0.472
H 2.58016 1.40748 -3.77261 -0.4675 -0.4316 -0.6478 0.483
O 1.75993 1.40019 -3.25206 1.2046 0.5243 0.2203 -0.943
H -3.02895 -2.64515 0.93856 0.8686 -0.7455 -0.7520 0.520
H -2.43174 -2.66927 -0.63407 0.4878 -0.8048 0.6343 0.498
O -3.00200 -2.29975 0.03385 -1.2506 1.4222 -0.0371 -1.009
H 2.22449 -3.72982 1.87174 0.0848 0.0340 -0.0631 0.488
H 1.44139 -2.37984 2.02288 0.4748 -0.6880 -0.1510 0.494
O 1.38363 -3.30424 1.69107 -0.5122 0.1735 -0.2031 -1.013
H 2.38243 -0.80574 3.30071 -0.3125 -0.0239 0.1144 0.500
H 0.90362 -0.62932 2.80642 0.2957 0.3019 0.1299 0.511
O 1.81665 -0.79718 2.51729 0.0479 0.0117 0.2882 -0.969
H -2.13484 0.24456 1.64675 -0.0722 0.1275 0.2868 0.486
H -1.55060 -1.01254 2.29612 0.0188 0.0251 0.0174 0.507
O -1.33419 -0.09378 2.06263 -0.1372 -0.5166 0.1629 -0.986
H -1.13357 -3.82388 2.54836 -0.2339 0.2339 0.5697 0.501
H -0.80863 -3.07269 1.35735 0.0749 0.3899 -0.1392 0.484
O -1.35783 -2.97350 2.14362 0.0991 -0.6297 -0.0615 -0.972
H 2.02460 -0.54785 -2.60143 0.3551 0.5277 -0.1192 0.490
H 3.46148 -0.96705 -2.18633 -0.1117 0.1340 0.1910 0.491
O 2.61501 -1.30193 -2.49655 -0.3286 -0.5633 0.0133 -0.973
H -3.42223 -0.44863 0.43899 -0.6191 -0.8067 -0.7515 0.484
H -4.88918 -0.15839 -0.11255 0.6535 -0.2970 0.2803 0.490
O -4.13885 0.19110 0.38994 -0.0896 1.1336 0.2384 -0.985